# 1
C6H11FN2 | ωB97M-V with the def2-TZVPD basis set

Its SMILES is CC1=C(F)N(C)N[C@H]1C. The value obtained for the calculated total energy is -12095.38805 eV. The relative energy (zero: lowest compared OMol25 entry of this formula, charge and spin) is 193.14 kJ/mol. Its spin multiplicity is 1.

Positions of all 20 atoms, in Å:
C -2.2526 -0.8204 -0.3287
C -0.9238 -0.2702 -0.3141
C -0.7088 1.0497 -0.3451
F -1.7270 1.9274 -0.5756
N 0.7262 1.3684 -0.5852
C 1.1299 2.5106 0.2030
N 1.4026 0.1524 -0.2384
C 0.4523 -0.9640 -0.4576
C 0.7690 -2.0762 0.5716
H -2.5537 -1.1829 -1.3105
H -3.0032 -0.0089 -0.0041
H -2.2528 -1.7517 0.3912
H 0.7421 2.3170 1.2225
H 2.2795 2.5338 0.2912
H 0.9098 3.4260 -0.2913
H 1.5400 0.1827 0.8374
H 0.6549 -1.2696 -1.5728
H 0.6206 -1.6990 1.5515
H 1.8451 -2.3359 0.5683
H 0.3501 -3.0893 0.3868

Forces on atoms 1 to 3 (eV/Å):
C -1.977 -1.540 1.901
C 2.043 1.283 -0.098
C 1.111 -1.178 -1.511

# 2
C6H11FN3 | ωB97M-V with the def2-TZVPD basis set

The value obtained for the calculated total energy is -13575.24748 eV. As for the charge: +1. Its spin multiplicity is 3.

Positions of all 21 atoms, in Å:
C 2.7371 1.2844 0.3884
C 1.3810 1.4145 0.5462
C 2.8973 -0.0350 0.0694
C -1.3933 -0.4745 -1.4982
C -2.0879 0.7069 0.5224
C -1.3393 -0.4219 0.0074
N 1.6990 -0.6057 -0.1863
N 0.7306 0.2181 0.2829
N -1.3718 -1.5300 0.7168
F 4.0196 -0.5717 -0.3633
H 3.5419 1.8014 0.6979
H 0.7213 2.2307 0.8788
H -0.3875 -0.1345 -1.9222
H -1.5371 -1.4296 -1.8681
H -2.0653 0.1881 -1.8844
H -2.4902 0.4838 1.5373
H -1.2781 1.4596 0.6777
H -3.0243 0.8764 -0.0855
H 1.5033 -1.5577 -0.4814
H -0.8232 -2.3692 0.2195
H -1.4334 -1.5340 1.7446

Forces on atoms 1 to 3 (eV/Å):
C -3.637 -0.266 0.682
C 1.155 3.622 0.490
C 3.564 -0.672 0.031

# 3
C6H11FS | ωB97M-V with the def2-TZVPD basis set

Its SMILES is C/C=C(\CCF)SC. The value obtained for the calculated total energy is -19952.06043 eV. The relative energy (zero: lowest compared OMol25 entry of this formula, charge and spin) is 44.36 kJ/mol. Its spin multiplicity is 1.

Positions of all 19 atoms, in Å:
C 0.0201 1.1180 2.2138
C 0.0449 1.4180 0.7573
C -0.5269 0.6528 -0.1587
C -0.9442 -0.8081 0.1824
C 0.1896 -1.8229 0.3561
F 0.8989 -2.0321 -0.7981
S -0.7138 1.3254 -1.7499
C 0.4959 0.3442 -2.7174
H -0.7760 1.6579 2.7784
H -0.1891 0.0746 2.5155
H 0.9748 1.4149 2.6974
H 0.5099 2.3874 0.5284
H -1.4484 -0.7214 1.1656
H -1.6083 -1.2220 -0.5923
H 1.0046 -1.5501 1.0994
H -0.2500 -2.8167 0.6815
H 0.6429 0.9263 -3.6246
H 1.4927 0.2679 -2.2695
H 0.1826 -0.6139 -3.0652

Forces on atoms 1 to 3 (eV/Å):
C 0.222 -0.304 1.799
C -0.139 0.687 0.946
C 0.570 -1.438 0.071

Copy entry 2 word for word.
C6H11FN3 | ωB97M-V with the def2-TZVPD basis set

The value obtained for the calculated total energy is -13575.24748 eV. As for the charge: +1. Its spin multiplicity is 3.

Positions of all 21 atoms, in Å:
C 2.7371 1.2844 0.3884
C 1.3810 1.4145 0.5462
C 2.8973 -0.0350 0.0694
C -1.3933 -0.4745 -1.4982
C -2.0879 0.7069 0.5224
C -1.3393 -0.4219 0.0074
N 1.6990 -0.6057 -0.1863
N 0.7306 0.2181 0.2829
N -1.3718 -1.5300 0.7168
F 4.0196 -0.5717 -0.3633
H 3.5419 1.8014 0.6979
H 0.7213 2.2307 0.8788
H -0.3875 -0.1345 -1.9222
H -1.5371 -1.4296 -1.8681
H -2.0653 0.1881 -1.8844
H -2.4902 0.4838 1.5373
H -1.2781 1.4596 0.6777
H -3.0243 0.8764 -0.0855
H 1.5033 -1.5577 -0.4814
H -0.8232 -2.3692 0.2195
H -1.4334 -1.5340 1.7446

Forces on atoms 1 to 3 (eV/Å):
C -3.637 -0.266 0.682
C 1.155 3.622 0.490
C 3.564 -0.672 0.031